Entry 1:
101
Properties=species:S:1:pos:R:3:forces:R:3:mulliken_spin:R:1 method="wB97M-V/def2-TZVPD" homo_lumo_gap_ev="6.4 / 6.3" spin_multiplicity=3 total_energy_ev=-163509.910 total_charge=+1 relative_energy_kcal_mol=84.61
Ni -1.049 1.771 -1.109 0.5 -1.8 1.7 1.747
C -3.177 -0.080 -2.247 -2.0 -0.2 -0.8 -0.007
C -2.224 0.220 -3.416 0.8 -0.4 1.2 0.003
N -1.479 1.491 -3.146 1.2 -1.4 -0.8 0.054
C -2.101 2.678 -3.754 0.8 -0.6 -0.1 -0.008
C -2.478 3.623 -2.659 -0.6 2.4 0.9 0.002
C -3.206 4.798 -2.917 -0.3 1.5 0.5 0.001
C -3.547 5.750 -1.907 0.4 -2.5 0.3 -0.001
C -3.366 5.319 -0.584 1.4 -0.5 -0.4 0.002
C -2.544 4.165 -0.347 -1.5 0.3 -2.6 0.009
C -2.353 3.648 1.028 1.7 0.1 0.3 0.004
N -1.852 2.269 0.984 0.5 -0.5 0.1 0.049
C -2.834 1.224 1.374 0.0 0.3 -0.7 -0.006
C -3.586 0.521 0.235 -0.5 -1.4 0.1 0.001
N -2.659 0.202 -0.913 0.1 1.4 -0.1 0.059
N -2.053 3.379 -1.389 -2.3 2.2 0.3 0.034
H -3.406 -1.150 -2.414 -0.2 0.3 0.5 0.001
H -4.151 0.449 -2.356 0.6 -0.1 0.0 0.002
H -2.744 0.273 -4.370 -0.2 0.0 0.0 0.001
H -1.537 -0.671 -3.489 -0.3 1.3 0.0 0.001
H -0.526 1.328 -3.480 -0.2 0.4 -0.2 -0.006
H -3.012 2.292 -4.242 0.3 0.8 -0.2 0.002
H -1.376 3.150 -4.482 -1.1 -0.4 0.6 0.002
H -3.581 5.157 -3.874 0.5 -0.9 -0.3 0.000
H -4.047 6.678 -2.174 0.1 -0.3 0.1 0.000
H -3.783 5.883 0.254 0.3 -0.2 -0.2 0.000
H -3.268 3.642 1.585 -0.8 0.5 0.2 0.000
H -1.649 4.372 1.549 -0.6 -1.1 -0.3 0.002
H -1.099 2.181 1.640 0.6 -0.1 0.2 -0.008
H -3.553 1.740 1.987 -0.6 -0.3 0.6 -0.001
H -2.377 0.402 1.933 0.5 0.7 0.1 0.001
H -4.535 1.024 -0.089 1.1 -0.3 0.0 0.002
H -3.864 -0.457 0.750 -0.3 1.0 -1.0 0.001
H -2.166 -0.618 -0.668 0.9 -0.8 0.8 -0.006
O -4.700 -2.547 1.573 0.8 0.1 0.7 0.000
S -5.115 -3.905 1.136 -1.1 -0.9 -1.5 0.000
C -4.217 -5.378 1.836 -0.2 0.8 1.6 0.000
C -5.149 -6.031 2.918 0.6 0.5 -0.1 0.000
C -6.581 -5.779 2.423 -1.1 -0.2 0.5 0.000
C -6.633 -4.280 2.079 0.4 -0.1 0.6 0.000
H -3.292 -4.914 2.234 -0.3 -0.7 -0.2 0.000
H -4.020 -6.103 1.040 0.0 0.5 -0.1 0.000
H -4.966 -5.618 3.947 -0.4 0.0 -1.0 0.000
H -4.888 -7.074 3.015 -0.1 -0.4 -0.1 0.000
H -7.372 -6.092 3.157 0.8 0.6 -0.2 0.000
H -6.919 -6.382 1.539 0.9 0.4 0.4 0.000
H -6.513 -3.567 2.942 -0.4 -0.8 -0.6 0.000
H -7.502 -4.033 1.477 0.0 0.3 0.0 0.000
C 6.474 2.521 3.325 0.1 0.4 0.9 0.000
C 5.433 2.226 2.294 -0.4 -0.7 -1.3 0.000
C 5.091 0.917 1.960 -0.3 -0.1 0.9 -0.002
C 4.029 0.579 1.117 0.6 0.3 -0.4 0.004
C 3.582 -0.831 1.256 0.0 -0.1 0.2 0.000
C 3.513 1.540 0.258 0.2 1.0 -0.7 0.001
As 2.260 1.231 -1.289 1.6 0.9 -0.6 -0.004
N 0.671 0.907 -0.462 -0.6 0.2 -0.5 0.150
C 0.591 0.302 0.776 0.5 -1.4 1.9 -0.068
C 0.061 -1.049 0.878 -0.3 1.7 -1.9 0.002
C -0.407 -1.535 2.044 0.1 -1.5 2.4 -0.001
C -0.108 -0.858 3.239 -0.3 -0.3 -0.1 0.001
C 0.580 0.337 3.229 -0.3 0.4 -0.3 0.001
C 0.996 0.918 2.023 -1.5 -0.9 -1.0 -0.009
C 3.110 -0.498 -1.907 -0.1 -0.1 -0.7 -0.002
C 2.222 -1.475 -2.374 0.3 -0.8 1.4 -0.002
C 0.898 -1.183 -3.085 0.2 -0.1 1.2 0.002
C 2.558 -2.808 -2.052 -0.6 -0.9 -1.1 0.000
C 3.842 -3.258 -1.660 -1.3 0.2 0.0 0.000
C 4.120 -4.771 -1.437 -0.6 1.2 1.6 0.000
C 4.774 -2.205 -1.545 0.4 -2.9 -0.3 0.000
C 4.473 -0.915 -1.786 -1.3 2.7 0.4 -0.001
C 5.666 0.028 -1.808 -0.2 -0.4 0.5 0.000
C 3.993 2.880 0.423 -0.6 -0.7 -0.8 0.004
C 3.704 4.038 -0.535 -1.1 -0.4 0.9 0.000
C 4.788 3.199 1.509 0.3 0.2 0.8 -0.001
H 6.946 1.590 3.712 -0.1 0.7 -0.5 0.000
H 5.995 2.977 4.204 0.0 -0.1 -0.1 0.000
H 7.210 3.297 3.016 -0.3 -0.9 -0.1 0.000
H 5.501 0.045 2.477 0.3 0.5 0.2 0.000
H 3.168 -0.914 2.260 -0.1 -0.3 0.1 0.000
H 4.410 -1.521 1.143 0.2 -0.1 0.1 0.000
H 2.833 -1.121 0.553 -0.5 -0.2 -0.5 -0.001
H -0.132 -1.659 -0.019 0.3 0.7 0.1 0.000
H -0.920 -2.529 2.129 0.6 1.0 -0.3 0.000
H -0.377 -1.289 4.184 -0.3 -0.1 0.3 0.000
H 0.634 0.920 4.151 0.5 -0.3 -0.2 0.000
H 1.488 1.872 2.086 0.1 0.3 -0.5 -0.001
H 1.156 -0.656 -4.023 -0.5 0.0 0.5 0.000
H 0.211 -0.638 -2.383 0.7 -0.1 -0.9 -0.010
H 0.408 -2.137 -3.327 0.2 0.2 -0.1 0.000
H 1.679 -3.486 -2.188 1.1 0.0 0.0 0.000
H 5.150 -4.982 -1.209 0.5 0.1 -0.2 0.000
H 3.782 -5.414 -2.213 -0.1 -0.1 -1.1 0.000
H 3.567 -5.180 -0.563 0.1 0.6 -0.2 0.000
H 5.801 -2.420 -1.269 0.1 -0.2 -0.2 0.000
H 6.340 -0.339 -2.600 0.0 0.2 0.5 0.000
H 6.081 -0.087 -0.801 0.7 0.3 -0.3 0.000
H 5.497 1.087 -1.982 -0.4 0.0 0.0 0.000
H 2.695 4.430 -0.393 -0.4 -0.3 -0.2 0.000
H 3.858 3.897 -1.605 0.2 -0.3 0.3 0.000
H 4.296 4.814 -0.127 0.9 1.1 -0.3 0.000
H 4.858 4.254 1.787 0.5 -0.2 -0.3 0.000

---

Entry 2:
103
Properties=species:S:1:pos:R:3:forces:R:3:lowdin_charge:R:1 method="wB97M-V/def2-TZVPD" homo_lumo_gap_ev=5.5 total_energy_ev=-81627.116 total_charge=-2 relative_energy_kcal_mol=0.00
Pd -0.294 0.162 0.712 -0.3 0.4 -0.8 0.788
F 4.656 0.121 5.044 0.0 0.0 0.0 0.070
C 3.328 0.283 4.750 0.0 0.0 0.0 -0.601
F 2.707 -0.726 5.379 0.0 0.0 0.0 0.109
F 2.972 1.421 5.381 0.0 0.0 0.0 0.101
C 3.101 0.321 3.270 0.0 0.0 0.0 -0.151
C 4.188 0.242 2.428 0.0 0.0 0.0 -0.043
C 4.014 0.294 1.051 0.1 0.1 -0.1 -0.089
C 2.720 0.397 0.575 0.0 0.0 -0.1 -0.157
N 1.660 0.451 1.361 0.0 -0.5 0.7 -0.116
C 1.780 0.442 2.735 -0.2 0.1 -0.2 -0.755
S 0.351 0.577 3.618 0.2 0.0 0.5 0.542
H 5.180 0.137 2.846 0.0 0.0 0.0 0.106
H 4.854 0.251 0.372 0.0 0.0 0.0 0.082
H 2.507 0.438 -0.487 0.0 -0.1 0.0 0.109
C -4.514 -1.740 0.810 0.0 0.0 0.0 -0.112
C -4.068 -2.017 -0.636 0.1 0.1 0.0 -0.588
C -5.283 -2.377 -1.493 0.0 0.0 0.0 -0.100
C -3.145 -3.238 -0.539 0.0 0.0 0.0 -0.104
P -2.973 -0.521 -1.173 -0.2 0.1 -0.1 0.799
N -2.177 0.014 0.006 0.2 -0.2 0.1 -0.334
C -1.990 -1.054 -2.729 0.1 0.0 0.1 -0.593
C -2.736 -1.875 -3.783 0.0 0.0 0.0 -0.095
C -0.744 -1.825 -2.269 0.0 0.0 0.0 -0.103
C -1.445 0.227 -3.376 0.0 0.0 0.0 -0.105
C -4.187 0.856 -1.770 0.0 0.0 0.1 -0.586
C -5.216 1.050 -0.646 0.0 0.0 0.0 -0.117
C -3.386 2.168 -1.823 0.0 0.0 0.0 -0.124
C -4.932 0.650 -3.091 0.0 0.0 0.0 -0.100
H -4.771 -2.690 1.293 0.0 0.0 0.0 0.073
H -5.385 -1.090 0.869 0.0 0.0 0.0 0.052
H -3.690 -1.277 1.357 0.0 0.0 0.0 0.066
H -5.748 -3.283 -1.085 0.0 0.0 0.0 0.077
H -5.017 -2.583 -2.530 0.0 0.0 0.0 0.055
H -6.042 -1.595 -1.487 0.0 0.0 0.0 0.050
H -3.666 -4.040 -0.003 0.0 0.0 0.0 0.079
H -2.250 -2.982 0.031 0.0 0.0 0.0 0.058
H -2.853 -3.634 -1.510 0.0 0.0 0.0 0.058
H -3.023 -2.856 -3.409 0.0 0.0 0.0 0.055
H -2.071 -2.036 -4.641 0.0 0.0 0.0 0.079
H -3.633 -1.373 -4.148 0.0 0.0 0.0 0.053
H -0.966 -2.802 -1.846 0.0 0.0 0.0 0.059
H -0.197 -1.251 -1.522 0.0 0.0 0.1 0.044
H -0.082 -1.980 -3.130 0.0 0.0 0.0 0.081
H -2.203 0.773 -3.937 0.0 0.0 0.0 0.051
H -0.647 -0.044 -4.077 0.0 0.0 0.0 0.078
H -1.018 0.884 -2.615 0.0 0.0 0.0 0.069
H -4.706 1.102 0.318 0.0 0.0 0.0 0.079
H -5.960 0.255 -0.615 0.0 0.0 0.0 0.048
H -5.750 1.994 -0.807 0.0 0.0 0.0 0.071
H -2.647 2.191 -1.018 0.0 0.0 0.0 0.044
H -4.069 3.017 -1.693 0.0 0.0 0.0 0.072
H -2.870 2.307 -2.772 0.0 0.0 0.0 0.056
H -5.481 -0.291 -3.122 0.0 0.0 0.0 0.052
H -4.259 0.678 -3.948 0.0 0.0 0.0 0.053
H -5.660 1.461 -3.222 0.0 0.0 0.0 0.077
C -1.449 5.082 -1.076 0.0 0.0 0.0 -0.076
C -0.147 4.641 -0.394 0.0 -0.1 0.1 -0.648
C 1.047 5.013 -1.281 0.0 0.0 0.0 -0.077
C -0.015 5.352 0.962 0.0 0.0 0.0 -0.070
C -0.174 3.188 -0.158 0.1 0.0 -0.3 -0.160
C -0.192 1.994 0.066 -0.2 -0.2 0.2 -0.155
H -1.464 6.169 -1.218 0.0 0.0 0.0 0.070
H -2.307 4.794 -0.467 0.0 0.0 0.0 0.079
H -1.552 4.598 -2.048 0.0 0.0 0.0 0.074
H 1.091 6.096 -1.439 0.0 0.0 0.0 0.069
H 0.967 4.519 -2.251 0.0 0.0 0.0 0.076
H 1.977 4.687 -0.812 0.0 0.0 0.0 0.078
H -0.010 6.441 0.835 0.0 0.0 0.0 0.069
H 0.906 5.045 1.458 0.0 0.0 0.0 0.082
H -0.844 5.071 1.612 0.0 0.0 0.0 0.083
C 5.058 -5.104 -4.144 0.0 0.0 0.0 -0.065
C 3.832 -5.624 -3.438 0.0 0.0 0.0 -0.254
C 3.174 -6.740 -3.947 0.0 0.0 0.0 -0.092
C 2.026 -7.201 -3.323 0.0 0.0 0.0 -0.109
C 1.560 -6.589 -2.173 0.0 0.0 0.0 -0.041
C 2.241 -5.500 -1.611 0.0 0.0 0.0 -0.180
N 1.836 -4.886 -0.443 0.0 0.3 0.0 0.104
C 0.837 -5.253 0.449 -0.1 0.0 0.1 -0.175
C 0.533 -6.588 0.746 0.0 0.0 0.0 -0.054
C -0.453 -6.904 1.666 0.0 0.0 0.0 -0.115
C -1.153 -5.901 2.320 0.0 0.0 0.0 -0.107
C -0.833 -4.577 2.054 0.0 0.0 0.1 -0.032
C 0.156 -4.228 1.145 -0.1 0.0 -0.1 -0.050
C 0.430 -2.741 0.918 0.1 0.0 0.1 -0.596
O -0.463 -1.967 1.341 0.2 0.3 -0.3 -0.128
O 1.500 -2.411 0.352 -0.1 -0.2 -0.1 -0.033
C 3.369 -4.983 -2.288 0.0 0.0 0.0 -0.155
C 4.088 -3.748 -1.800 0.0 -0.1 0.0 -0.023
H 5.334 -5.763 -4.967 0.0 0.0 0.0 0.065
H 5.909 -5.029 -3.463 0.0 0.0 0.0 0.075
H 4.888 -4.104 -4.552 0.0 0.0 0.0 0.078
H 3.550 -7.230 -4.838 0.0 0.0 0.0 0.090
H 1.479 -8.038 -3.741 0.0 0.0 0.0 0.092
H 0.641 -6.928 -1.720 0.0 0.0 0.0 0.093
H 2.004 -3.870 -0.338 0.0 -0.1 0.0 0.079
H 1.098 -7.381 0.276 0.0 0.0 0.0 0.096
H -0.669 -7.945 1.875 0.0 0.0 0.0 0.089
H -1.931 -6.147 3.032 0.0 0.0 0.0 0.088
H -1.350 -3.765 2.550 0.0 0.0 0.0 0.119
H 3.577 -3.231 -0.993 0.0 0.0 0.0 0.062
H 4.203 -3.031 -2.615 0.0 0.0 0.0 0.081
H 5.094 -3.994 -1.444 0.0 0.0 0.0 0.085